[1]
61
Properties=species:S:1:pos:R:3:forces:R:3:lowdin_charge:R:1 method="wB97M-V/def2-TZVPD" relative_energy_kj_mol=327.1 smiles="CCO[C@H]1OC(C(=O)NCc2ccccc2)=C[C@@H](c2ccc3c(c2)OCO3)[C@@H]1CCCO" charge=0 orbital_gap_ev=8.65
C 1.260253 -1.342419 2.928332 0.0 -0.2 -0.4 -0.05
C 1.257248 -2.461994 1.892260 0.0 0.0 0.3 -0.22
H 0.310769 -3.018623 1.930596 0.1 0.0 0.0 0.12
H 2.081045 -3.152552 2.096093 -0.2 0.0 0.0 0.12
O 1.486159 -2.003372 0.568981 -0.1 0.2 -0.1 -0.07
C 0.359011 -1.696733 -0.188386 0.1 -0.9 -0.5 -0.31
C 0.855291 -1.399877 -1.609952 -0.2 0.0 0.1 -0.18
C -0.230678 -1.493589 -2.694780 0.0 0.2 0.2 -0.13
C -1.352356 -0.447389 -2.685509 -0.2 -0.2 0.0 -0.16
C -2.584198 -0.874768 -1.880558 0.3 -0.1 0.0 -0.27
O -3.630891 0.063177 -1.965469 -0.2 0.3 -0.1 -0.06
H -3.339258 0.898991 -1.581860 -0.1 -0.1 0.1 0.06
H -2.316873 -1.054408 -0.832339 0.0 -0.1 -0.1 0.11
H -2.993957 -1.799863 -2.295505 0.1 0.0 0.0 0.12
H -0.982917 0.506314 -2.303954 -0.1 0.0 -0.1 0.11
H -1.684643 -0.280884 -3.712889 0.0 0.1 0.0 0.12
H -0.679496 -2.489035 -2.645319 0.0 -0.1 -0.1 0.12
H 0.290211 -1.424896 -3.652552 0.0 -0.1 0.0 0.12
H 1.574710 -2.198521 -1.818711 -0.1 0.1 0.0 0.15
C 1.623295 -0.057965 -1.626216 0.0 -0.3 0.1 -0.20
C 0.939570 0.947758 -0.760112 -0.3 -0.1 0.2 0.02
C 0.016962 0.621096 0.143518 0.5 0.0 -0.5 -0.18
O -0.410110 -0.663004 0.385530 0.0 0.5 0.1 -0.02
C -0.720514 1.668198 0.908826 0.0 -0.1 0.2 -0.44
O -0.459775 2.852050 0.800790 0.0 0.2 -0.1 0.07
N -1.692731 1.179517 1.708617 -0.1 -0.3 0.2 0.10
H -1.898108 0.193503 1.646648 0.1 0.1 -0.1 0.14
C -2.671602 2.034756 2.348023 0.0 0.2 0.0 -0.12
C -3.948423 2.059139 1.545850 0.0 0.0 0.1 -0.21
C -3.959057 2.683093 0.303124 0.0 0.1 0.0 -0.05
C -5.102470 2.674033 -0.475251 0.1 0.1 0.0 -0.09
C -6.246559 2.040583 -0.018853 -0.1 -0.1 0.0 -0.08
C -6.242388 1.417479 1.216429 -0.1 0.0 -0.1 -0.08
C -5.096441 1.422619 1.993810 0.1 0.1 0.0 -0.04
H -5.096532 0.933001 2.957730 0.0 0.0 0.1 0.11
H -7.132243 0.921869 1.575713 -0.1 0.0 0.0 0.10
H -7.138377 2.032269 -0.626822 -0.1 0.0 -0.1 0.10
H -5.103546 3.161929 -1.438616 0.0 0.1 -0.1 0.11
H -3.064081 3.181433 -0.042298 0.1 0.1 0.0 0.12
H -2.226963 3.032838 2.389921 -0.1 -0.1 0.1 0.13
H -2.855120 1.672790 3.363271 0.0 0.1 -0.1 0.12
H 1.202567 1.987912 -0.866483 -0.1 0.2 0.1 0.14
C 3.069932 -0.263538 -1.218206 0.2 0.2 -0.2 -0.18
C 3.940528 -0.869778 -2.112076 -0.1 0.1 0.1 -0.04
C 5.270517 -1.127570 -1.792256 0.3 0.0 0.3 0.01
C 5.693168 -0.754327 -0.540517 -0.5 0.2 0.3 -0.20
C 4.826225 -0.138400 0.361091 0.3 -0.3 -0.5 -0.18
C 3.516704 0.122776 0.046504 0.4 0.0 0.1 0.06
H 2.861406 0.602763 0.752487 -0.1 0.0 0.1 0.12
O 5.497944 0.128235 1.526863 -0.5 0.1 -0.1 0.03
C 6.815717 -0.334013 1.327240 0.9 0.1 0.8 -0.16
O 6.931172 -0.887602 0.034469 -0.1 -0.1 -0.4 0.03
H 7.054923 -1.102761 2.079989 -0.1 0.1 -0.2 0.14
H 7.521634 0.506059 1.432651 -0.2 -0.2 -0.1 0.14
H 5.940707 -1.598220 -2.491637 0.1 -0.1 -0.1 0.12
H 3.580443 -1.153763 -3.089920 -0.1 0.0 -0.1 0.12
H 1.622626 0.316370 -2.657093 0.0 0.0 0.1 0.16
H -0.337690 -2.557632 -0.194828 0.2 0.2 0.0 0.17
H 0.438279 -0.651700 2.760327 0.0 0.1 0.0 0.06
H 1.162487 -1.770121 3.923002 0.0 0.0 0.1 0.08
H 2.196495 -0.793233 2.870280 0.1 0.1 0.0 0.07

=====

[2]
10
Properties=species:S:1:pos:R:3:forces:R:3:lowdin_charge:R:1 method="wB97M-V/def2-TZVPD" relative_energy_kj_mol=452.3 smiles="NNCN=O" charge=0 orbital_gap_ev=8.43
C 0.023087 0.697332 -0.186726 0.3 4.2 0.6 -0.30
N -0.511604 -1.239640 0.809716 1.8 -1.5 -1.5 -0.05
N -0.977561 0.059693 0.527614 -0.2 -1.7 1.0 -0.16
N 1.145120 -0.066726 -0.621805 2.4 -0.5 -2.2 -0.09
O 1.772367 0.300143 -1.619258 -1.8 0.0 1.9 0.00
H -0.385809 1.409054 -0.860510 -0.2 0.5 -1.4 0.12
H 0.520960 1.421078 0.552428 0.2 -0.8 -0.7 0.16
H -0.022611 -1.610124 -0.158625 -1.7 0.6 2.9 0.12
H -1.935659 0.049158 0.237012 0.0 0.1 -0.7 0.11
H 0.371710 -1.019967 1.320153 -0.8 -0.8 0.0 0.07

=====

[3]
45
Properties=species:S:1:pos:R:3:forces:R:3:lowdin_charge:R:1 method="wB97M-V/def2-TZVPD" relative_energy_kj_mol=31.9 charge=0 orbital_gap_ev=6.69
Pd 0.642819 -0.382249 -0.428037 -0.1 -0.4 -0.7 1.09
C 1.548180 0.136554 3.590072 0.0 0.2 -0.1 -0.01
C 1.569112 0.019016 2.100860 -1.1 -0.6 0.8 -0.24
N 0.616282 -0.592569 1.454998 0.9 0.4 -0.6 -0.11
N -0.494206 -1.091127 1.982989 -0.5 -0.4 1.0 0.10
C -1.358682 -1.442660 1.042696 0.4 0.2 -0.6 -0.40
O -1.134038 -1.310295 -0.217534 -0.2 -0.1 0.3 -0.12
C -2.651285 -2.010460 1.456813 -0.4 -0.2 0.0 -0.15
C -3.567732 -2.370789 0.467329 0.2 0.1 0.0 -0.01
C -4.789360 -2.920027 0.811923 0.0 0.0 0.0 -0.07
C -5.107670 -3.114096 2.149029 0.0 0.0 0.0 -0.08
C -4.202583 -2.750732 3.136764 -0.1 0.0 0.1 -0.08
C -2.979109 -2.200153 2.797325 0.1 0.0 0.0 -0.03
C 2.599983 0.564059 1.262708 1.0 0.4 -0.8 -0.19
C 3.701438 1.279731 1.743482 -0.5 -0.3 0.3 0.01
C 4.660489 1.733398 0.870264 0.2 0.0 -0.5 -0.04
C 4.528323 1.467068 -0.491822 0.1 0.1 0.5 -0.04
C 3.404230 0.792570 -0.913130 -0.2 -0.1 -0.3 -0.10
N 2.462497 0.361020 -0.081010 0.4 0.1 0.8 -0.02
H 0.629206 -0.302838 3.967127 0.0 0.0 0.0 0.07
H 1.587131 1.187263 3.884682 0.0 0.0 0.0 0.09
H 2.400486 -0.377401 4.038190 0.0 0.0 0.0 0.09
H -3.298061 -2.206969 -0.566013 0.0 0.0 0.0 0.11
H -5.492921 -3.196984 0.037792 0.0 0.0 0.0 0.10
H -6.060736 -3.548002 2.423672 0.0 0.0 0.0 0.10
H -4.456793 -2.898511 4.178440 0.0 0.0 0.0 0.10
H -2.275680 -1.913661 3.567034 0.0 0.0 0.0 0.11
H 3.772921 1.476737 2.804162 0.0 0.0 0.0 0.12
H 5.512188 2.294795 1.229940 0.0 0.0 0.0 0.11
H 5.274680 1.790138 -1.201594 0.0 0.0 0.0 0.11
H 3.231608 0.591667 -1.961429 0.0 0.0 0.0 0.11
C 1.120103 2.099391 -3.689658 0.0 -0.2 0.0 -0.02
C 0.020752 1.294582 -3.009151 -0.4 0.5 -0.1 -0.49
C -1.144466 1.029164 -3.950822 0.2 -0.1 0.1 -0.02
O 0.562392 0.006023 -2.576957 0.0 0.3 0.3 -0.12
C -0.483612 2.145562 -1.782630 0.1 -0.2 0.3 -0.65
O -1.115004 3.152110 -2.086662 0.1 0.0 -0.1 0.02
O -0.158421 1.740121 -0.625194 -0.2 0.5 -0.5 -0.09
H 1.571410 1.529249 -4.510960 0.0 0.0 0.0 0.09
H 1.897769 2.382695 -2.979159 0.0 0.0 0.0 0.08
H 0.681333 3.006642 -4.098536 0.0 0.0 0.0 0.10
H -0.803211 0.532462 -4.864571 0.0 0.0 0.0 0.08
H -1.610524 1.978660 -4.200052 0.0 0.0 0.0 0.09
H -1.879143 0.394980 -3.454346 0.0 0.0 0.0 0.09
H 1.067902 -0.356123 -3.309026 0.0 -0.2 0.1 0.11